Entry 1:
The following is a DFT calculation (ωB97M-V/def2-TZVPD) of C29H45BaNO6S2Si3Te as an isolated structure at a distorted geometry.

For the HOMO energy, the calculation gives -1.06 eV. Its energy above the lowest of the compared OMol25 structures with the same formula, charge and spin is 2.862 eV. The value obtained for the maximum force is 0.101 hartree/bohr. As for the charge: -2. For the LUMO energy, the calculation gives 3.572 eV.

Positions of all 88 atoms, in Å:
Ba -0.55930 0.75208 0.92217
O -1.13907 5.31559 1.09459
S -1.39642 3.90270 0.91988
O -0.97502 3.09176 2.07516
O 0.03599 3.23114 -0.27697
C -0.30940 3.58003 -1.53183
C 0.28136 4.72593 -2.07737
C -0.07601 5.19969 -3.32171
C -1.05230 4.54319 -4.06647
C -1.63508 3.39969 -3.55069
C -1.27682 2.90918 -2.29911
S -1.92513 1.31321 -1.83444
O -0.73294 0.47426 -1.61608
O -2.77287 0.87945 -2.91997
O -2.64473 1.43226 -0.55073
H 1.02982 5.22443 -1.47421
H 0.40814 6.08639 -3.71420
H -1.34413 4.90807 -5.04297
H -2.36937 2.84516 -4.11880
C 5.15165 0.36604 -2.46089
Si 3.39651 0.01544 -1.79145
C 2.95320 -1.63733 -2.61554
C 2.28107 1.25935 -2.65408
C 3.30784 -0.00995 0.01405
Si 3.95417 1.39440 0.93886
C 3.77307 3.06372 0.06039
C 3.11157 1.61383 2.61102
C 5.80640 1.29597 1.39063
Si 3.36460 -1.61414 0.78126
C 3.13401 -1.66624 2.65850
C 4.97818 -2.60334 0.50676
C 1.98335 -2.80480 0.16252
C 2.19595 -4.18320 0.03944
C 1.19137 -5.00940 -0.43535
C -0.01935 -4.43847 -0.79803
C -0.16360 -3.06804 -0.63816
N 0.78675 -2.27167 -0.15776
H 5.18218 0.33262 -3.55576
H 5.85087 -0.38361 -2.07576
H 5.51699 1.34538 -2.14373
H 3.16477 -1.56146 -3.68749
H 1.88970 -1.86235 -2.49476
H 3.52399 -2.48261 -2.22280
H 2.42671 1.22895 -3.74039
H 2.47278 2.27785 -2.31798
H 1.23232 1.03341 -2.44630
H 2.72557 3.37658 0.04454
H 4.13401 3.04453 -0.96981
H 4.34605 3.82322 0.60274
H 2.03866 1.45795 2.50538
H 3.29218 2.60424 3.03960
H 3.44502 0.86776 3.33469
H 6.41654 1.23752 0.48384
H 6.01167 0.39848 1.98369
H 6.13412 2.16538 1.97127
H 3.97075 -1.19950 3.18529
H 3.06052 -2.70517 2.99426
H 2.21546 -1.14991 2.95176
H 5.81568 -1.93230 0.71974
H 5.08141 -2.93144 -0.53123
H 5.07776 -3.47921 1.15726
H 3.16080 -4.59699 0.30246
H 1.35382 -6.07711 -0.53704
H -0.83327 -5.02848 -1.19989
H -1.09104 -2.58333 -0.93533
C -2.98458 -3.77396 0.89968
Te -2.66621 -2.12008 -0.41034
C -4.68407 -1.44762 -0.37582
H -3.50966 -4.57841 0.39000
H -3.54637 -3.44275 1.77056
H -2.00488 -4.11657 1.22746
H -4.98247 -1.22398 0.64583
H -5.33827 -2.19799 -0.81294
H -4.70353 -0.53594 -0.97009
C -0.53124 -1.21384 3.15409
C -0.38209 -0.64937 4.45614
C -1.47175 -0.06278 5.15581
C -1.32264 0.53998 6.38994
C -0.08130 0.60241 7.02056
C 1.00758 0.03756 6.35764
C 0.86906 -0.56608 5.12312
H -1.54959 -1.54259 2.92139
H 0.22083 -1.94000 2.84133
H -2.45474 -0.09036 4.69349
H -2.19267 0.97699 6.87123
H 0.03574 1.08302 7.98411
H 1.99254 0.07581 6.81341
H 1.74425 -0.99012 4.63872

Entry 2:
The following is a DFT calculation (ωB97M-V/def2-TZVPD) of a 5-piece molecular cluster, C29H45F9INO11 overall at a distorted geometry.

For the HOMO energy, the calculation gives -9.20 eV. Its energy above the lowest of the compared OMol25 structures with the same formula, charge and spin is 0.000 eV. The value obtained for the maximum force is 0.095 hartree/bohr. As for the charge: 0. For the LUMO energy, the calculation gives 0.313 eV.

Positions of all 96 atoms, in Å:
C 2.42802 1.23556 2.29729
C 2.98709 2.74594 2.40793
O 4.03739 3.00616 1.75865
O 2.32885 3.71097 3.24203
C 1.91397 4.84717 2.40427
C 0.64728 4.40231 1.52254
N -0.37471 5.45992 1.90140
C -0.16077 6.55766 0.90433
O -0.07347 7.76356 1.19136
C -0.04170 5.85744 -0.55285
C 0.70344 4.50114 -0.08605
I 2.67861 4.49003 -1.07595
C 0.09743 3.08893 -0.64828
C -1.50002 2.99231 -0.52968
C -2.05070 1.59521 0.00004
F -1.14983 0.86192 0.80663
F -2.33988 0.79878 -1.16560
C -3.43735 1.70517 0.82626
F -4.55822 1.94919 -0.01654
F -3.66984 0.40603 1.39565
C -3.40357 2.77389 2.01380
F -2.09491 2.88828 2.58311
F -3.82099 4.07722 1.59857
C -4.36713 2.39223 3.26303
F -5.63816 2.10449 2.73907
F -3.83805 1.38697 4.08083
F -4.47583 3.58733 4.03504
H 3.09474 0.55992 1.66369
H 2.35811 0.86004 3.38266
H 1.38942 1.26792 1.79772
H 2.78044 5.29437 1.81625
H 1.57583 5.65697 3.14930
H 0.29518 3.34785 1.82413
H -1.35712 5.19230 1.71937
H 0.60918 6.58884 -1.15416
H -1.09252 5.78514 -0.98718
H 0.67461 2.27165 -0.10753
H 0.40804 3.06653 -1.75850
H -1.86674 3.90332 0.05083
H -1.91254 3.11230 -1.60077
C 0.07686 -3.07896 -4.54386
C 0.60079 -2.02297 -3.59172
O 0.85322 -0.78891 -4.27862
C -0.07591 0.15748 -4.50485
C -1.52574 -0.18246 -4.30078
O 0.25210 1.23776 -4.93865
H -0.87955 -2.78702 -4.98050
H -0.05533 -4.03171 -4.02636
H 0.77300 -3.22262 -5.37428
H -0.05802 -1.86774 -2.73290
H 1.56263 -2.34771 -3.18684
H -1.94916 -0.53427 -5.24326
H -2.04970 0.72205 -3.98701
H -1.69881 -0.92079 -3.52018
C -4.77462 2.02191 7.35035
C -4.93074 0.56272 6.97338
O -4.07512 -0.26913 7.77065
C -4.40149 -0.75158 8.98472
C -5.59264 -0.17690 9.69966
O -3.69902 -1.57841 9.51691
H -5.07141 2.20319 8.38483
H -5.38241 2.65451 6.70002
H -3.72904 2.32791 7.26229
H -5.96904 0.22393 7.02521
H -4.61350 0.42290 5.93904
H -5.26598 0.64512 10.33898
H -6.03297 -0.96031 10.31896
H -6.38248 0.16538 9.03369
C 4.24182 -4.88286 -8.93597
C 3.45047 -4.83973 -7.64468
O 2.22225 -4.11800 -7.81685
C 1.07726 -4.66360 -8.26947
C 1.12217 -6.02274 -8.91035
O 0.04780 -4.03211 -8.22686
H 3.69961 -5.41194 -9.72156
H 5.20150 -5.38047 -8.78245
H 4.42496 -3.87025 -9.30392
H 3.26744 -5.83498 -7.23071
H 4.02146 -4.29276 -6.89037
H 1.25483 -5.90795 -9.98756
H 0.17305 -6.52568 -8.71705
H 1.89847 -6.67227 -8.51038
C 4.68737 -5.03885 0.36441
C 5.42465 -3.73953 0.61707
O 4.60556 -2.60887 0.28352
C 3.72078 -2.04083 1.12020
C 3.33055 -2.77236 2.37351
O 3.19290 -0.99156 0.82391
H 3.79955 -5.12553 0.99322
H 5.33650 -5.89403 0.56252
H 4.34706 -5.08775 -0.67306
H 5.80307 -3.66327 1.63973
H 6.29707 -3.68690 -0.03860
H 2.44511 -3.37879 2.17480
H 3.09537 -2.03501 3.14339
H 4.12179 -3.39776 2.78199

Entry 3:
The following is a DFT calculation (ωB97M-V/def2-TZVPD) of C29H45FP2Ru as an isolated structure at a distorted geometry.

For the HOMO energy (spin up / spin down), the calculation gives -8.43 / -10.35 eV. The spin multiplicity is 6. Its energy above the lowest of the compared OMol25 structures with the same formula, charge and spin is 2.661 eV. The value obtained for the maximum force is 0.065 hartree/bohr. As for the charge: +1. For the LUMO energy (spin up / spin down), the calculation gives -3.329 / -4.510 eV. As for the expectation value of S²: 8.8175.

Positions of all 78 atoms, in Å:
Ru 1.80553 -1.20292 1.28633
C -1.59162 -1.08626 2.77978
C -1.25171 -2.10308 1.86652
C 0.68949 -1.41574 2.98052
C -0.43684 -0.65911 3.47371
C 0.18299 -2.32432 1.96733
C -2.97087 -0.63375 3.13320
H -3.63736 -0.63125 2.25923
H -2.93248 0.38653 3.54376
H -3.44325 -1.28728 3.89492
C -0.37645 0.25940 4.62198
H -1.22740 0.95152 4.60025
H 0.55104 0.85354 4.64430
H -0.43852 -0.29470 5.57581
C 1.92653 -1.67053 3.71765
H 1.92360 -2.65528 4.18971
H 2.02829 -0.92477 4.48846
H 2.75300 -1.64438 2.98227
C 0.91684 -3.54244 1.61034
H 1.09164 -4.09856 2.55412
H 1.93385 -3.33283 1.17242
H 0.26870 -4.11790 0.94816
C -2.17493 -3.00484 1.15616
H -2.29365 -3.97218 1.66950
H -1.81071 -3.22291 0.14945
H -3.17477 -2.58301 1.07319
C -1.82817 2.35101 0.30585
C -2.81401 1.48185 0.55453
C -3.34696 0.33460 -0.23478
C -2.85677 0.05617 -1.69377
C -1.48549 -0.47781 -1.89217
C -0.29485 -0.07839 -1.24247
C 0.10367 1.36900 -1.02983
C -1.03680 2.41149 -0.96854
H -4.43590 0.52264 -0.30866
H -3.03894 0.91579 -2.36011
H -3.25566 -0.58130 0.38627
H -1.67061 2.40964 -1.89551
H -1.72543 3.19884 0.98751
H -3.33734 1.56545 1.49036
H -0.54534 3.40976 -0.96401
H 0.76484 1.43164 -0.12880
H 0.16350 -0.71303 -0.41284
H 0.84914 1.65312 -1.81342
H -3.50348 -0.72852 -2.13942
H -1.51203 -1.55633 -2.18971
P -0.65086 1.29421 -3.71523
C -0.57814 2.97303 -4.50804
C -1.54721 0.38551 -5.04790
P 1.50383 -0.54382 -2.54692
C 1.11878 0.76891 -3.88150
C 0.77972 -1.97013 -3.49370
C 3.31919 -0.70620 -2.88013
H 0.33066 3.51100 -4.21719
H -1.44860 3.57142 -4.19794
H -0.59176 2.88771 -5.60096
H -1.20350 0.70421 -6.03620
H -2.61644 0.60939 -4.95618
H -1.42748 -0.69163 -4.93881
H 3.57402 -0.48926 -3.93287
H 3.61018 -1.73400 -2.62552
H 3.85871 0.00095 -2.23040
H 1.72567 1.68898 -3.77516
H 1.24865 0.44662 -4.92678
H 1.45930 -2.81278 -3.28448
H 0.69894 -1.78156 -4.57899
H -0.22310 -2.23446 -3.13561
F 4.32153 3.20145 4.06074
C 3.61513 2.43042 3.17951
C 4.35005 1.57516 2.34110
C 3.60994 0.65899 1.56453
C 2.21005 0.67450 1.68169
C 1.50897 1.64873 2.35954
C 2.23571 2.49666 3.20433
H 5.42294 1.58005 2.35041
H 4.09102 -0.05011 0.87267
H 0.43421 1.71113 2.20312
H 1.75559 3.17641 3.90333

Entry 4:
The following is a DFT calculation (ωB97M-V/def2-TZVPD) of C29H45FeN3O4SbSi3 as an isolated structure at a distorted geometry.

For the HOMO energy (spin up / spin down), the calculation gives -4.57 / -4.71 eV. The spin multiplicity is 5. Its energy above the lowest of the compared OMol25 structures with the same formula, charge and spin is 0.636 eV. The value obtained for the maximum force is 0.043 hartree/bohr. As for the charge: -1. For the LUMO energy (spin up / spin down), the calculation gives 2.830 / 2.823 eV. As for the expectation value of S²: 6.0116.

Positions of all 86 atoms, in Å:
Fe -0.00853 0.92389 -1.50241
O -1.51290 -0.71166 -1.78796
C -2.78915 -0.51700 -1.84254
C -3.67549 -1.46495 -1.26488
C -5.03586 -1.27869 -1.25699
C -5.60904 -0.13873 -1.83453
C -4.77923 0.77237 -2.44379
C -3.38905 0.60099 -2.48793
C -2.60413 1.56498 -3.20128
N -1.33127 1.55824 -3.30084
C -0.73115 2.62008 -4.07928
C -0.22363 3.68712 -3.12912
N 0.71110 3.05270 -2.22141
C 1.31718 3.79501 -1.37912
C 2.37858 3.35842 -0.52359
C 3.06889 4.33012 0.21835
C 4.18970 4.02744 0.95153
C 4.65424 2.70419 0.93196
C 3.98616 1.72628 0.24171
C 2.78879 1.98723 -0.48255
O 2.15739 1.02633 -1.05609
H -3.22637 -2.33631 -0.80897
H -5.67698 -2.02064 -0.79282
H -6.67909 0.01869 -1.79501
H -5.19343 1.66727 -2.89871
H -3.17999 2.33425 -3.73189
H -1.44278 3.06358 -4.78753
H 0.11785 2.20510 -4.62772
H -1.07540 4.10692 -2.58484
H 0.26421 4.49003 -3.69528
H 1.07701 4.86825 -1.33059
H 2.70306 5.35282 0.17823
H 4.71089 4.78860 1.51745
H 5.55708 2.45249 1.47805
H 4.35378 0.70888 0.24206
C 2.82846 -3.39097 2.47884
Si 2.55449 -1.74660 1.53157
C 3.96616 -1.82929 0.24613
C 2.96864 -0.45765 2.86130
Sb 0.40409 -1.09857 0.18567
Si -1.19547 -1.63805 2.18944
C -2.92904 -2.33128 1.81760
C -1.51404 -0.12905 3.30141
C -0.46753 -2.93134 3.38891
Si 0.26763 -3.37256 -1.08629
C 1.04850 -4.87975 -0.20433
C -1.33092 -4.08001 -1.83430
C 1.40051 -3.00760 -2.57134
H 3.86679 -3.40576 2.82176
H 2.66960 -4.27599 1.86107
H 2.19010 -3.47846 3.35659
H 4.92303 -1.54689 0.69337
H 3.77089 -1.16037 -0.59527
H 4.06608 -2.84661 -0.14085
H 4.02493 -0.51851 3.13759
H 2.36787 -0.61559 3.76103
H 2.75949 0.55151 2.50844
H -3.51679 -1.63938 1.21405
H -3.46309 -2.50085 2.75601
H -2.87433 -3.28420 1.28402
H -2.17983 0.58523 2.80818
H -0.57648 0.38479 3.51656
H -1.97312 -0.42487 4.24829
H -0.09095 -3.80825 2.85707
H -1.23873 -3.26258 4.08875
H 0.35441 -2.50978 3.96967
H 0.62986 -5.03374 0.79348
H 2.12661 -4.74014 -0.09656
H 0.88328 -5.79223 -0.78297
H -2.01355 -4.46107 -1.07014
H -1.08276 -4.90759 -2.50351
H -1.85580 -3.31716 -2.41135
H 2.41978 -2.80623 -2.23088
H 1.04219 -2.11464 -3.09084
H 1.43769 -3.83027 -3.28999
O -2.62198 3.35420 -0.90876
C -1.87710 3.13738 0.03244
C -1.84925 4.00277 1.29805
C -0.59981 3.52686 2.01912
C -0.20963 2.26936 1.24560
O 0.69636 1.53034 1.61262
N -0.96753 2.12030 0.12382
H -2.75975 3.81536 1.86953
H -1.84432 5.05520 1.01653
H -0.73827 3.28447 3.07191
H 0.23014 4.23188 1.93928

Entry 5:
The following is a DFT calculation (ωB97M-V/def2-TZVPD) of C29H45N5O6P2Sr as an isolated structure at a distorted geometry.

For the HOMO energy, the calculation gives -13.00 eV. Its energy above the lowest of the compared OMol25 structures with the same formula, charge and spin is 8.300 eV. The value obtained for the maximum force is 0.303 hartree/bohr. As for the charge: +2. For the LUMO energy, the calculation gives -5.196 eV.

Positions of all 88 atoms, in Å:
Sr 1.31981 0.29031 1.06195
C -1.72808 -0.81360 -1.78890
N -0.86369 -1.79657 -1.15505
C 0.09855 -2.51218 -1.96948
C 1.43400 -1.84901 -2.20025
N 1.91375 -0.83504 -1.54258
C 3.10096 -0.49252 -2.18949
C 3.92745 0.61456 -1.99094
C 5.02668 0.75120 -2.80834
C 5.30271 -0.19870 -3.80231
C 4.46503 -1.27054 -4.04232
C 3.34310 -1.37827 -3.23095
N 2.25316 -2.23309 -3.21715
C -1.31629 0.62618 -1.66023
N -0.19658 1.06324 -1.16936
C -0.20924 2.44342 -1.38908
C 0.79236 3.38705 -1.15415
C 0.54187 4.69376 -1.50441
C -0.68179 5.05669 -2.08308
C -1.66838 4.12880 -2.35229
C -1.39427 2.81240 -2.01033
N -2.08171 1.62208 -2.17530
H -1.80066 -1.04345 -2.85088
H -2.73560 -0.92021 -1.38027
H -0.48465 -1.46093 -0.29767
H 0.26865 -3.49593 -1.52419
H -0.35612 -2.70108 -2.94109
H 3.64243 1.33516 -1.24474
H 5.68356 1.60726 -2.71242
H 6.18826 -0.07312 -4.41203
H 4.68098 -1.98137 -4.83138
H 2.08409 -2.98184 -3.86365
H 1.71511 3.04624 -0.71326
H 1.29092 5.45934 -1.34609
H -0.85340 6.09559 -2.33463
H -2.60148 4.43010 -2.81320
H -2.98180 1.51269 -2.60627
C -2.11243 0.17094 6.01289
C -1.85073 0.13099 4.52837
C -2.07441 1.46195 3.84743
O -0.37237 -0.30153 4.39801
P 0.23061 -0.81060 3.07649
O -0.46358 -0.51534 1.80788
C 1.94501 -0.19320 3.09005
P 1.65425 1.62035 3.21047
O 0.72253 1.98586 2.12109
O 3.06749 2.32098 3.09513
C 3.82770 1.68443 2.01402
C 4.88072 0.74167 2.58713
C 4.44648 2.72572 1.11230
O 1.19956 1.99135 4.63867
C 2.12389 1.85764 5.84723
C 2.59359 3.24342 6.22511
C 1.36559 1.15314 6.94975
O 0.35912 -2.36891 3.20132
C 0.97572 -3.04390 4.39760
C -0.07215 -3.95768 4.99021
C 2.22817 -3.75518 3.93287
H -3.17210 0.35624 6.18751
H -1.53531 0.97190 6.47440
H -1.84137 -0.77282 6.48557
H -2.42802 -0.65500 4.04775
H -1.34043 2.19057 4.18840
H -3.06916 1.82359 4.11128
H -2.01506 1.38377 2.76251
H 2.50484 -0.55233 2.24080
H 2.41544 -0.55565 4.00378
H 3.06295 1.10218 1.45845
H 5.68205 1.32802 3.03851
H 5.30191 0.11804 1.79741
H 4.49682 0.09491 3.36939
H 5.07146 3.38289 1.71543
H 3.68015 3.33171 0.62753
H 5.06230 2.24900 0.35096
H 2.97984 1.25429 5.54976
H 1.73711 3.86645 6.48894
H 3.12342 3.71763 5.40216
H 3.26027 3.17585 7.08502
H 0.58375 1.80155 7.34751
H 2.05625 0.90212 7.75438
H 0.90119 0.23880 6.58831
H 1.22790 -2.27911 5.13189
H -0.39243 -4.69353 4.25001
H -0.94521 -3.38088 5.29630
H 0.32930 -4.47382 5.86245
H 1.98675 -4.44745 3.12481
H 2.67533 -4.31115 4.75756
H 2.97417 -3.05074 3.55872